No. 1
Below is C17H30GaIO7P as an isolated structure, with properties calculated with the ωB97M-V functional and the def2-TZVPD basis.

```
57
Properties=species:S:1:pos:R:3:forces:R:3
C 2.21708 2.14218 3.32096 -0.606 0.034 0.130
C 2.32759 1.79445 2.14832 -0.012 0.609 0.377
Ga 2.31527 1.89540 0.07244 -0.136 0.878 0.555
I 3.40495 -0.29660 -0.84764 -1.516 1.422 -1.039
C 0.41836 2.27064 -0.61852 -0.427 -0.142 -0.796
C -0.47186 0.98912 -0.90380 -0.996 1.034 0.483
C -0.37692 -0.15080 0.18881 -1.019 -0.917 -0.745
P -1.38790 0.17731 1.72544 0.445 1.696 1.202
O -0.83857 1.23332 2.61904 -0.669 -1.196 -1.028
O -2.94447 0.67901 1.25942 1.485 -2.448 0.991
C -3.85438 -0.44243 1.15257 -1.099 0.174 -1.378
C -5.20601 0.12396 0.55753 -0.174 -1.178 0.196
O -1.54367 -1.29205 2.56563 0.072 1.006 -1.576
C -0.30486 -2.04383 2.46405 0.951 -0.514 0.225
C -0.15486 -3.16242 3.56265 -0.294 0.094 -0.347
H 1.88796 2.47200 4.33477 0.690 -0.612 -1.515
H 3.24880 3.12287 -0.41364 -0.030 -0.285 0.165
H 0.53532 2.80871 -1.61478 -0.035 -0.584 1.085
H -0.10971 3.02013 0.05293 0.558 -1.091 -0.537
H -0.31644 0.58444 -1.95185 0.232 0.230 1.419
H -1.55888 1.33905 -0.89497 1.081 -0.559 -0.150
H -0.83076 -1.08628 -0.28321 0.526 0.908 0.603
H 0.66895 -0.43545 0.48475 -0.929 0.530 -0.237
H -3.41741 -1.16793 0.39542 -0.584 0.511 0.996
H -4.04336 -0.96790 2.13726 0.380 0.707 -1.077
H -5.92506 -0.75041 0.43628 0.813 0.940 0.175
H -5.07437 0.55076 -0.47971 0.029 -0.147 1.311
H -5.69742 0.83006 1.27940 0.629 -0.400 -0.872
H -0.25810 -2.57211 1.45935 0.072 0.835 1.066
H 0.53936 -1.29092 2.57329 -0.740 -1.107 -0.190
H -0.79955 -4.06402 3.31805 0.655 1.106 0.317
H -0.41832 -2.79271 4.59207 0.337 -0.284 -1.052
H 0.92308 -3.49898 3.53595 -1.142 0.373 0.121
O 4.96422 -1.95895 0.31419 1.660 -1.273 1.518
C 6.10330 -1.83185 0.66293 -0.656 -0.239 -0.527
O 6.55323 -0.79157 1.41738 -0.074 -0.195 0.030
C 7.97393 -0.88296 1.56131 0.157 0.195 0.112
C 8.30881 -2.33948 1.31177 0.410 -0.322 0.005
C 7.24916 -2.74819 0.30538 0.420 -0.058 0.308
H 8.44172 -0.21769 0.82973 -0.019 -0.022 0.010
H 8.26085 -0.56260 2.56338 -0.199 0.124 -0.067
H 9.33071 -2.49290 0.96160 -0.025 0.083 0.048
H 8.17954 -2.91283 2.23427 0.024 0.065 -0.039
H 7.56128 -2.54376 -0.72133 -0.109 -0.074 -0.015
H 6.96559 -3.79294 0.41961 -0.170 0.105 -0.285
O -3.86250 2.12053 -6.38389 -0.127 -0.461 0.244
C -4.50404 1.91659 -5.39229 0.152 0.371 -0.630
O -4.84324 0.67438 -4.95090 0.149 0.195 -0.143
C -5.70015 0.78988 -3.80674 -0.172 -0.196 0.262
C -5.42512 2.16647 -3.24064 -0.092 0.294 0.448
C -5.09006 2.96976 -4.48322 0.070 -0.119 0.537
H -6.73724 0.67473 -4.13541 0.034 0.003 -0.021
H -5.46687 -0.00066 -3.09297 0.061 -0.076 -0.230
H -6.26066 2.57143 -2.66860 0.019 -0.103 -0.016
H -4.55300 2.12942 -2.58197 -0.077 -0.021 -0.027
H -5.98370 3.38715 -4.95231 0.107 0.055 -0.080
H -4.36481 3.75385 -4.27345 -0.091 0.047 -0.320
```
Positions in Å, forces in eV/Å.

Computed properties:
Energy relative to the best compared isomer or geometry (same formula, charge and spin) ... 47.1 kcal/mol
LUMO ... 2.29 eV
2S+1 ... 1
Net charge ... -1

=====

No. 2
Below is a 3-piece molecular cluster, C17H30IO8P overall, with properties calculated with the ωB97M-V functional and the def2-TZVPD basis.

```
57
Properties=species:S:1:pos:R:3:forces:R:3
C 2.43190 -2.66942 0.93646 0.618 -0.089 -0.627
C 3.22020 -3.07063 -0.41340 -0.573 0.591 -0.042
C 4.46309 -2.06646 -0.68132 -1.910 -0.311 0.744
I 5.65983 -2.84947 -2.31760 -0.246 0.389 0.519
C 3.82642 -0.64583 -0.94319 0.698 1.879 1.430
C 3.93863 0.41854 -0.01240 -0.497 0.286 -1.802
P 4.87134 0.22616 1.64976 0.872 -0.445 0.489
O 6.46421 0.76235 1.24915 -2.573 0.600 -0.386
O 4.28939 1.35921 2.78032 1.438 -0.257 -1.978
C 3.24662 1.82524 -0.32866 -0.671 0.385 -0.221
O 3.67043 2.90861 0.09180 -0.690 -2.774 -0.785
C 1.91805 1.74527 -1.19937 -0.296 -1.923 -1.502
C 1.76351 0.69838 -2.12410 1.661 1.222 2.604
C 2.98186 -0.33154 -2.24454 -1.279 -0.279 -1.632
O 3.15408 -0.84160 -3.35834 0.056 0.819 2.876
H 2.13119 -1.57380 0.95929 0.385 -1.342 -0.178
H 1.48091 -3.28209 1.01296 1.263 0.636 0.138
H 3.15437 -2.83953 1.79292 -1.138 0.082 -0.750
H 3.57410 -4.14661 -0.35342 -0.266 1.375 -0.023
H 2.49929 -3.00694 -1.29592 0.998 -0.098 1.019
H 5.10189 -2.12697 0.25358 -0.626 0.558 -1.353
H 6.36487 1.45819 0.55806 0.412 -0.506 0.557
H 4.94046 2.09649 2.76843 -0.769 -0.201 0.090
H 1.06943 2.49856 -1.11577 1.528 -0.755 0.114
H 0.84133 0.55692 -2.76485 1.487 0.197 0.702
C -1.93272 -1.60572 1.95258 0.162 -0.029 -0.136
O -1.24470 -2.83701 2.12621 -0.282 0.117 0.200
C -1.36298 -3.34314 3.45372 0.084 -0.356 -0.346
C -2.41799 -4.44029 3.53820 -0.150 0.375 0.355
O -3.72306 -3.92960 3.28155 0.254 -0.050 -0.289
C -4.15923 -4.19470 1.95614 -0.101 0.027 0.091
H -2.02889 -1.42081 0.88123 0.081 -0.060 0.049
H -2.93283 -1.62659 2.39207 0.045 -0.039 0.033
H -1.35116 -0.79234 2.39779 -0.086 0.082 0.034
H -1.58177 -2.53488 4.15899 -0.088 -0.048 -0.034
H -0.39189 -3.76803 3.72344 0.006 -0.014 0.030
H -2.42670 -4.83771 4.55812 0.041 -0.010 -0.021
H -2.18161 -5.26598 2.85915 0.037 0.094 -0.044
H -4.47539 -5.23893 1.87187 0.012 -0.021 -0.110
H -3.37864 -3.98824 1.21918 0.005 -0.022 0.053
H -5.01410 -3.55082 1.74429 0.025 -0.044 0.109
C -4.09055 4.43875 -3.83812 -0.134 0.147 0.044
O -4.29294 4.61843 -2.44274 0.258 -0.285 -0.130
C -3.99209 3.44489 -1.69289 0.033 0.462 0.219
C -2.61462 3.53682 -1.04625 -0.027 -0.452 -0.276
O -1.57864 3.55581 -2.02551 -0.137 0.254 0.090
C -1.08768 4.86736 -2.26956 0.108 -0.063 -0.061
H -4.07513 5.42408 -4.30663 -0.057 -0.037 0.098
H -3.14520 3.93620 -4.05653 -0.028 -0.020 0.055
H -4.92014 3.86308 -4.25999 0.057 -0.053 -0.094
H -4.07014 2.55189 -2.32165 0.102 0.029 0.004
H -4.74564 3.36519 -0.90435 0.010 -0.026 0.027
H -2.45692 2.64331 -0.43341 -0.033 0.020 0.026
H -2.54613 4.40968 -0.38911 -0.062 0.021 -0.091
H -0.42106 5.17104 -1.45646 -0.007 0.116 -0.001
H -1.89689 5.59502 -2.37002 0.004 -0.061 0.038
H -0.52001 4.85020 -3.20111 -0.010 -0.093 0.074
```
Positions in Å, forces in eV/Å.

Computed properties:
SMILES string ... CC[C@@H](I)C1=C(P(O)O)C(=O)C=CC1=O.COCCOC.COCCOC
LUMO ... -1.47 eV
2S+1 ... 1

=====

No. 3
Below is the molecule C17H30N2, with properties calculated with the ωB97M-V functional and the def2-TZVPD basis.

```
49
Properties=species:S:1:pos:R:3:forces:R:3
C 2.81808 -4.21601 -0.20618 -0.167 -0.159 0.087
C 1.29874 -4.32936 -0.22597 0.176 0.288 -0.081
C 0.65400 -2.96678 -0.46036 -0.301 -0.443 0.089
C -0.86968 -3.03352 -0.53536 0.276 0.393 -0.031
C -1.48078 -1.63498 -0.58221 -0.284 -0.390 -0.129
C -2.97760 -1.65313 -0.88950 0.096 0.279 0.211
C -3.62325 -0.26946 -0.78184 0.014 -0.180 -0.231
C -3.14144 0.70992 -1.86312 -0.154 0.165 0.147
C -2.82899 2.11319 -1.33909 0.147 -0.250 -0.043
C -1.71642 2.11047 -0.28854 -0.106 0.335 -0.215
C -1.03566 3.47030 -0.15033 0.059 -0.284 0.329
C -0.08165 3.50799 1.05298 -0.435 0.472 -0.354
N 0.84844 2.40434 1.05232 0.203 -0.092 0.132
C 1.90366 2.39101 0.18646 0.122 -0.024 -0.079
C 2.73835 1.34185 0.08087 0.059 0.030 -0.126
C 2.56060 0.14164 0.88292 0.133 0.087 -0.134
N 3.28716 -0.91226 0.86555 0.225 -0.455 0.136
C 1.42622 0.21413 1.77882 -0.186 0.088 0.075
C 0.63509 1.29896 1.82828 0.009 -0.203 0.153
H 3.27440 -5.16368 0.07137 0.130 -0.083 -0.007
H 3.12405 -3.45183 0.50471 0.083 0.047 0.047
H 3.18885 -3.93157 -1.18890 0.096 0.045 -0.110
H 0.95105 -4.73006 0.72906 -0.073 -0.061 0.009
H 0.98717 -5.02542 -1.00965 -0.077 -0.066 0.031
H 0.95404 -2.29637 0.34668 0.062 0.091 -0.011
H 1.03992 -2.54418 -1.39141 0.057 0.112 -0.027
H -1.25738 -3.57113 0.33316 -0.061 -0.082 0.019
H -1.16607 -3.59222 -1.42693 -0.058 -0.085 -0.015
H -1.31239 -1.14222 0.37848 0.057 0.108 0.041
H -0.95293 -1.05632 -1.34294 0.073 0.105 0.016
H -3.47213 -2.32468 -0.18338 -0.025 -0.100 -0.038
H -3.13891 -2.05401 -1.89289 -0.037 -0.091 -0.047
H -3.40307 0.13005 0.20814 -0.038 0.020 0.113
H -4.70763 -0.37975 -0.84804 -0.027 0.074 0.077
H -2.23843 0.31796 -2.33250 0.049 -0.008 -0.083
H -3.89750 0.79005 -2.64687 0.040 -0.063 -0.066
H -3.73093 2.56351 -0.91891 -0.045 0.101 -0.016
H -2.51702 2.73054 -2.18536 -0.034 0.100 -0.003
H -2.12665 1.82203 0.68082 0.043 -0.116 0.077
H -0.96826 1.36585 -0.56597 0.040 -0.098 0.073
H -0.48108 3.69007 -1.06498 -0.006 0.079 -0.052
H -1.78484 4.25303 -0.01688 -0.004 0.097 -0.048
H -0.66162 3.46263 1.97809 0.109 0.011 -0.037
H 0.47865 4.44891 1.04736 -0.035 -0.095 0.123
H 2.02995 3.28814 -0.40393 -0.002 0.037 -0.024
H 3.56720 1.38223 -0.61093 0.028 0.077 -0.056
H 4.05984 -0.86278 0.20394 -0.104 0.221 -0.042
H 1.23843 -0.63328 2.41687 -0.076 -0.066 0.106
H -0.20939 1.35779 2.49959 -0.052 0.028 0.010
```
Positions in Å, forces in eV/Å.

Computed properties:
Energy relative to the best compared isomer or geometry (same formula, charge and spin) ... 20.5 kcal/mol
SMILES string ... CCCCCCCCCCCCn1ccc(=N)cc1
LUMO ... 0.71 eV
2S+1 ... 1

=====

No. 4
Below is the molecule C17H30N4O2, with properties calculated with the ωB97M-V functional and the def2-TZVPD basis.

```
53
Properties=species:S:1:pos:R:3:forces:R:3
C -3.10664 0.62005 2.45680 0.002 -0.001 0.000
O -1.89347 0.03128 2.86782 -0.002 0.002 -0.002
C -0.76699 0.90436 2.79333 0.001 -0.007 0.002
C 0.14177 0.40050 1.67911 0.003 -0.002 -0.001
N -0.50717 0.51077 0.38404 -0.005 0.011 0.014
C -0.49149 1.72769 -0.23940 -0.121 0.020 0.041
O 0.01084 2.71820 0.28002 0.002 0.002 0.001
N -1.14482 1.79714 -1.45741 0.181 -0.007 -0.127
C -0.86741 2.94271 -2.30054 -0.002 -0.001 0.009
C -1.67900 0.62267 -2.13356 -0.059 -0.058 0.165
C -0.65666 -0.32153 -2.69008 -0.005 0.053 -0.088
C -0.07319 -0.33839 -3.92258 0.003 0.000 -0.008
N 0.82472 -1.38098 -3.90023 -0.011 0.007 0.011
C 0.74034 -1.95382 -2.67290 0.014 -0.017 -0.004
N -0.14249 -1.34054 -1.92029 0.001 0.005 -0.002
C 1.59674 -3.11462 -2.28617 -0.005 0.005 -0.004
C 2.16341 -3.80974 -3.52329 0.003 0.003 0.000
C 2.73732 -2.77607 -4.48876 -0.005 -0.003 -0.002
C 1.63773 -1.86216 -5.00888 0.004 0.000 0.005
C -0.09682 0.99853 4.17617 -0.001 -0.002 -0.004
C -1.13626 1.51724 5.17273 0.001 0.001 0.001
C 1.06761 1.99139 4.12284 0.000 0.001 0.001
C 0.40145 -0.37207 4.63739 0.002 0.002 0.002
H -3.87973 -0.14312 2.53813 -0.001 0.000 -0.001
H -3.37834 1.46770 3.09678 -0.001 0.000 0.001
H -3.05340 0.96622 1.41986 0.000 -0.001 -0.001
H -1.10203 1.91126 2.51849 0.000 0.002 -0.002
H 1.07951 0.95714 1.67255 0.001 0.000 -0.001
H 0.35454 -0.65543 1.84681 -0.003 -0.001 0.002
H -0.53568 -0.32592 -0.18214 0.002 -0.008 -0.003
H -0.49788 3.75107 -1.67834 0.001 0.001 -0.003
H -0.11441 2.71037 -3.06308 0.002 0.003 0.000
H -1.78307 3.26263 -2.80187 -0.001 -0.002 -0.001
H -2.31580 0.07111 -1.43855 0.000 -0.001 0.002
H -2.32202 0.98706 -2.93529 0.002 -0.006 -0.003
H -0.21239 0.27547 -4.79633 -0.002 0.001 0.002
H 2.41656 -2.75213 -1.65855 0.001 0.001 -0.001
H 1.00817 -3.79559 -1.67211 -0.001 0.001 0.000
H 2.93131 -4.52540 -3.22937 0.000 -0.001 -0.001
H 1.37315 -4.37543 -4.02619 -0.001 0.000 0.000
H 3.49713 -2.17939 -3.97604 0.000 0.002 0.001
H 3.22199 -3.25817 -5.33840 0.000 0.000 0.000
H 0.99672 -2.40417 -5.70950 0.000 -0.002 0.000
H 2.05411 -1.00113 -5.53201 0.001 -0.001 -0.001
H -1.98823 0.84011 5.23658 0.002 0.000 0.000
H -0.69416 1.60717 6.16738 -0.001 -0.001 0.001
H -1.49959 2.50498 4.87697 0.000 0.001 0.000
H 1.90825 1.60924 3.54298 -0.001 -0.002 0.000
H 0.75705 2.93939 3.67778 0.000 0.000 0.000
H 1.42954 2.19198 5.13370 0.000 0.001 0.000
H 1.20441 -0.74472 3.99813 0.001 0.001 0.000
H 0.79545 -0.30489 5.65404 0.000 0.000 0.000
H -0.41067 -1.10002 4.63140 -0.001 0.000 -0.001
```
Positions in Å, forces in eV/Å.

Computed properties:
Energy relative to the best compared isomer or geometry (same formula, charge and spin) ... 14.3 kcal/mol
SMILES string ... CO[C@H](CNC(=O)N(C)Cc1cn2c(n1)CCCC2)C(C)(C)C
LUMO ... 0.63 eV
2S+1 ... 1

=====

So what do the calculations give for gap between HOMO and LUMO? Going down the list: 0.24171 0.27520 0.30835 0.33667 Ha.